Here is 6 unconnected molecules or ions with the total composition C4H18O6 at a distorted geometry from OMol25. Energies are from ωB97M-V/def2-TZVPD.

Properties
energy = -614.63602 Ha
largest force on an atom = 4.17 eV Å⁻¹
ΔE to the lowest compared entry with this formula, charge and spin = 0.0 kJ/mol

Structure (ORCA input):
```
! RIJCOSX wB97M-V def2-TZVPD def2/J DEFGRID3
* xyz 0 1
C 1.29676 -1.10930 -1.21219
C 0.68483 -1.83569 0.00625
C 0.92928 -3.33270 -0.01810
C -0.79628 -1.58965 0.00142
O -1.31965 -0.72962 0.69135
H 2.37498 -1.31121 -1.24038
H 1.07205 -0.00940 -1.18549
H 0.90545 -1.48569 -2.15202
H 1.15907 -1.35468 0.94833
H 1.96233 -3.57965 -0.09728
H 0.44708 -3.80132 -0.89271
H 0.55143 -3.81378 0.87979
H -1.42209 -2.20442 -0.59426
O -0.89651 3.22381 0.40160
H -0.52223 2.57340 0.99319
H -1.72505 3.39630 0.75523
O -1.28007 -0.50374 -2.14265
H -2.17678 -0.57305 -2.49142
H -1.21585 0.44148 -2.06249
O -0.05360 1.21792 1.97067
H -0.40608 1.14380 2.79355
H -0.41862 0.45491 1.43826
O -1.09400 2.16909 -2.02215
H -0.38787 2.57495 -2.49420
H -1.02428 2.62148 -1.11869
O 2.57633 0.81423 2.31928
H 1.66829 0.95161 2.13426
H 3.01063 1.64575 1.97721
*
```